Record 1
Formula: C24H33BrCoF3NO2S2
Source: OMol25
Level of theory: ωB97M-V/def2-TZVPD

Summary:
- LUMO energy (alpha / beta): -2.098 / -5.386 eV
- HOMO (alpha / beta): -10.5 / -10.4 eV
- ⟨S²⟩: 6.036
- HOMO-LUMO gap (alpha / beta): 0.30802 / 0.18505 hartree
- Net charge: +1
- 2S+1: 5

Structure (XYZ):
```
67
Properties=species:S:1:pos:R:3:forces:R:3:mulliken_charge:R:1
Co 1.56897 0.70964 -0.60288 1.107 -0.036 -0.559 0.851
C -6.10374 0.31038 -1.50102 0.044 -0.037 0.013 -1.577
C -5.55135 -0.16809 -0.14582 -0.027 0.069 -0.041 1.981
C -6.19835 -1.51050 0.19681 -0.021 0.003 -0.004 -2.008
C -5.91730 0.85623 0.94587 0.023 0.027 -0.015 -1.526
C -4.03834 -0.25341 -0.20680 0.073 0.017 0.002 -0.216
C -3.29390 0.89502 -0.60775 -0.174 -0.178 0.079 -0.276
C -1.94714 0.83675 -0.60887 0.187 0.007 0.039 -0.927
Br -0.92701 2.33176 -1.16509 -0.149 -0.118 0.002 -0.261
C -1.21092 -0.34916 -0.20534 -0.430 0.023 -0.103 0.840
O 0.03670 -0.34388 -0.19350 -0.034 -0.058 0.376 -0.972
C -1.96810 -1.52945 0.16561 -0.039 -0.002 -0.050 -0.078
C -3.34191 -1.41490 0.14943 -0.080 0.067 -0.045 0.168
C -1.34655 -2.87342 0.56331 0.082 0.101 -0.051 1.997
C -1.83824 -3.22466 1.97973 -0.011 0.006 0.005 -1.660
C -1.83338 -3.94095 -0.43526 -0.022 0.031 -0.033 -1.620
C 0.18846 -2.91683 0.56903 -0.024 -0.062 0.028 -2.215
H -7.18106 0.45678 -1.41471 0.009 -0.016 -0.016 0.447
H -5.92163 -0.43164 -2.28087 0.006 0.025 0.015 0.402
H -5.66771 1.25704 -1.82297 -0.030 -0.020 0.027 0.314
H -7.28278 -1.39646 0.17881 0.023 -0.003 0.011 0.435
H -5.92158 -1.85697 1.19530 -0.010 0.013 -0.041 0.385
H -5.93635 -2.28199 -0.53121 -0.025 0.021 0.030 0.439
H -7.00371 0.93392 1.01728 0.034 0.002 0.003 0.432
H -5.52341 1.84928 0.71805 -0.029 -0.038 0.011 0.358
H -5.53027 0.54895 1.91986 -0.017 0.005 -0.033 0.371
H -3.79027 1.80689 -0.91037 -0.057 -0.062 0.032 0.511
H -3.91716 -2.28449 0.42557 -0.025 0.012 0.016 0.352
H -2.92059 -3.36097 2.02439 0.056 0.008 -0.009 0.334
H -1.56177 -2.44540 2.69385 -0.001 -0.033 -0.017 0.388
H -1.37025 -4.15723 2.29892 -0.026 0.013 -0.009 0.465
H -2.92202 -4.00025 -0.48851 0.048 -0.001 0.025 0.320
H -1.45867 -4.91809 -0.12481 -0.006 0.038 -0.016 0.459
H -1.45236 -3.73382 -1.43819 -0.023 -0.018 0.047 0.402
H 0.61625 -2.24020 1.30923 -0.003 -0.015 -0.014 0.351
H 0.62154 -2.68435 -0.40354 -0.022 -0.018 0.033 0.416
H 0.48803 -3.93284 0.83309 -0.013 0.014 0.012 0.557
F 4.45741 -3.48982 -1.76077 -0.055 -0.063 -0.005 -0.218
C 5.35484 -2.54562 -1.45084 0.039 -0.030 0.048 0.600
F 5.66452 -1.89695 -2.57790 0.031 0.083 -0.071 -0.217
F 6.46907 -3.17635 -1.03686 -0.026 -0.012 -0.045 -0.304
C 4.83744 -1.61903 -0.38185 -0.047 0.061 -0.016 -0.139
C 5.50179 -1.52591 0.82151 0.026 -0.007 0.048 -0.117
C 5.02338 -0.69203 1.82943 0.126 -0.064 0.022 -0.846
C 3.87192 0.01049 1.58300 -0.165 0.019 -0.109 -0.543
N 3.22001 -0.06443 0.41630 -0.088 -0.077 0.045 0.309
C 3.67484 -0.85001 -0.59265 0.018 0.038 0.155 0.669
S 2.72639 -0.77702 -2.04509 -0.062 0.082 0.116 -0.357
H 6.39852 -2.11031 0.97896 -0.027 0.016 -0.005 0.530
H 5.53381 -0.60459 2.77762 -0.027 -0.012 -0.024 0.443
H 3.43918 0.65503 2.33803 -0.031 0.025 -0.025 0.457
C 4.74013 3.83723 -2.26350 -0.046 0.036 -0.001 -1.160
C 4.00528 4.50264 -1.10710 0.002 -0.046 -0.072 -0.442
S 2.28900 3.96769 -1.07581 -0.030 0.012 -0.113 0.226
O 2.40543 2.45126 -1.02364 -0.141 0.218 0.227 -0.474
C 1.83628 4.53772 0.58694 0.068 -0.134 -0.040 -0.476
C 2.34416 3.63124 1.69443 0.011 0.131 0.090 -0.861
H 4.36240 4.18135 -3.22721 -0.001 -0.010 0.041 0.337
H 4.63529 2.75478 -2.21649 0.007 -0.013 0.016 0.254
H 5.79970 4.07923 -2.20612 0.003 0.038 -0.003 0.379
H 3.95369 5.58783 -1.21734 0.055 0.010 0.031 0.455
H 4.44211 4.25493 -0.13960 0.040 -0.018 -0.020 0.280
H 0.74800 4.59994 0.58708 0.008 0.000 0.003 0.362
H 2.23761 5.55121 0.65559 -0.070 0.006 0.013 0.453
H 2.05814 2.59719 1.51698 -0.042 -0.088 -0.032 -0.001
H 1.89967 3.94062 2.64051 0.047 0.016 -0.013 0.436
H 3.42786 3.66895 1.79977 -0.018 -0.007 -0.015 0.326
```
Positions in Å, forces in eV/Å.


Record 2
Formula: CsF6P
Source: OMol25
Level of theory: ωB97M-V/def2-TZVPD

Summary:
- LUMO energy: -0.999 eV
- HOMO: -11.9 eV
- HOMO-LUMO gap: 0.40176 hartree
- Net charge: 0

Structure (XYZ):
```
8
Properties=species:S:1:pos:R:3:forces:R:3:mulliken_charge:R:1
Cs 1.82243 0.64198 2.68631 -0.323 -0.165 -0.568 1.016
P -0.28115 -0.10040 -0.42118 -0.176 -0.181 -0.078 1.104
F 0.29196 -1.32140 0.51045 0.123 0.088 0.343 -0.358
F 1.24819 0.49078 -0.47462 0.227 0.091 0.176 -0.365
F -0.02474 -0.96806 -1.72288 0.144 -0.133 -0.219 -0.327
F -0.79443 1.13484 -1.28028 -0.019 0.270 -0.082 -0.328
F -1.76308 -0.66405 -0.25931 -0.118 -0.104 0.046 -0.331
F -0.49916 0.78631 0.96151 0.141 0.134 0.382 -0.411
```
Positions in Å, forces in eV/Å.


Record 3
Formula: C5H5Cl5F6NaO6S2
Source: OMol25
Level of theory: ωB97M-V/def2-TZVPD

Summary:
- LUMO energy: -0.676 eV
- HOMO: -5.3 eV
- HOMO-LUMO gap: 0.16925 hartree
- Net charge: -1

Structure (XYZ):
```
30
Properties=species:S:1:pos:R:3:forces:R:3:mulliken_charge:R:1
Na -0.41362 -0.29537 -2.87234 -0.365 0.504 0.533 0.986
C -6.97226 -0.21778 -0.37608 2.564 0.130 -1.942 0.550
F -6.55208 -1.38670 0.22321 -0.872 1.220 -0.394 -0.239
F -7.54836 -0.56994 -1.58648 0.196 0.100 1.433 -0.242
F -7.83520 0.42909 0.35791 -0.882 -0.449 0.504 -0.195
S -5.49120 1.01650 -0.71228 0.789 1.096 1.265 1.088
O -6.06175 2.04002 -1.57104 -0.493 -0.622 0.272 -0.650
O -5.13764 1.47600 0.64160 -0.822 -0.940 -1.357 -0.638
O -4.42726 0.26891 -1.37022 -0.290 -0.772 -0.026 -0.670
C 1.77594 4.81280 0.92230 -4.633 -1.369 0.470 0.587
F 1.94867 5.62361 -0.08447 1.069 0.902 -0.818 -0.210
F 2.69345 3.90927 1.03436 2.149 -0.864 -0.245 -0.212
F 1.69729 5.48277 2.05940 0.509 0.900 0.608 -0.222
S 0.09968 3.90091 0.68801 -2.565 -0.564 -1.487 1.091
O -1.01117 4.82383 0.76240 0.912 1.893 -1.167 -0.658
O 0.24806 3.22184 -0.62310 0.811 0.694 0.694 -0.715
O -0.11307 3.01360 1.78090 1.965 -1.890 1.675 -0.654
Cl 0.98776 -2.31872 1.33914 0.531 -0.626 0.623 -0.187
C 1.79798 -2.80694 2.90562 0.219 0.099 0.038 -0.544
C 2.62949 -4.12744 2.84509 -1.499 0.867 0.143 -0.328
Cl 3.46992 -4.29684 4.43208 0.076 0.107 -0.633 -0.195
H 1.00467 -2.86100 3.65117 0.018 -0.272 -0.190 0.332
H 2.40546 -1.95027 3.19745 0.175 -0.185 -0.238 0.337
H 3.28230 -4.14405 1.97236 0.288 -0.001 0.442 0.321
H 1.93356 -4.96580 2.81447 0.184 0.023 -0.226 0.264
C 5.21874 -2.00003 -4.43920 -0.197 0.171 0.079 0.035
Cl 5.25624 -1.50902 -6.13305 -0.267 0.344 0.116 -0.110
Cl 4.81554 -3.71787 -4.37645 0.105 0.186 0.305 -0.108
Cl 4.06940 -1.03527 -3.40791 0.710 -0.474 -0.744 -0.111
H 6.22944 -1.81611 -4.07485 -0.384 -0.209 0.268 0.295
```
Positions in Å, forces in eV/Å.


no.,F_max (eV Å⁻¹),M (u)
1,1.2,627.50
2,0.7,277.87
3,4.9,539.47